Formula: C31H27IN7O3Pd
Source: OMol25
Level of theory: ωB97M-V/def2-TZVPD

For the energy above the lowest of the compared OMol25 structures with the same formula, charge and spin, the calculation gives 105.8 kJ/mol. The HOMO energy (alpha / beta) is -10.482 / -10.314 eV. The value obtained for the total energy is -60732.126 eV. Its HOMO-LUMO gap (alpha / beta) is 0.2719 / 0.1994 Eh.

Structure (ORCA input):
```
! wB97M-V def2-TZVPD RIJCOSX def2/J DEFGRID3
* xyz 1 3
Pd 0.10 0.94 -0.24
C -3.62 -2.06 -0.55
C -3.96 -0.72 -0.03
N -5.19 -0.44 0.29
C -5.52 0.76 0.76
C -4.60 1.75 1.01
C -5.08 3.10 1.50
O -4.45 3.54 2.68
C -3.24 1.52 0.68
C -2.31 2.57 0.93
N -1.19 2.81 0.31
C -0.57 4.05 0.48
C -1.32 5.18 0.86
C -0.76 6.43 0.97
C 0.59 6.62 0.69
C 1.34 5.55 0.26
C 0.77 4.29 0.15
I 2.04 2.72 -0.59
C -2.90 0.26 0.08
O -1.75 -0.08 -0.33
H -4.52 -2.64 -0.71
H -2.96 -2.59 0.14
H -3.08 -1.95 -1.49
H -6.58 0.91 0.90
H -6.17 3.07 1.63
H -4.86 3.86 0.75
H -4.77 3.02 3.43
H -2.63 3.26 1.71
H -2.37 5.08 1.06
H -1.38 7.26 1.27
H 1.03 7.60 0.77
H 2.38 5.69 0.01
N 5.05 -1.87 0.87
C 4.28 -2.30 1.89
O 4.58 -3.26 2.57
C 2.98 -1.59 2.13
C 2.25 -1.95 3.26
C 1.01 -1.36 3.48
C 0.54 -0.44 2.56
N 1.24 -0.09 1.48
C 2.42 -0.65 1.26
H 5.95 -2.30 0.78
H 4.92 -0.98 0.41
H 2.67 -2.68 3.94
H 0.42 -1.62 4.34
H -0.42 0.06 2.70
H 2.93 -0.33 0.36
C -0.53 -1.03 -4.35
C -0.54 -0.21 -3.23
N 0.48 -0.15 -2.38
C 1.53 -0.93 -2.60
C 1.60 -1.85 -3.65
C 0.55 -1.87 -4.56
C 2.74 -2.76 -3.80
C 3.23 -3.54 -2.83
C 2.69 -3.71 -1.49
C 3.28 -4.60 -0.59
C 2.68 -4.73 0.65
N 1.57 -4.08 0.96
C 1.06 -3.28 0.04
N 1.57 -3.05 -1.15
H -1.36 -1.01 -5.04
H -1.39 0.43 -3.02
H 2.37 -0.81 -1.93
H 0.56 -2.55 -5.39
H 3.16 -2.82 -4.79
H 4.07 -4.18 -3.07
H 4.17 -5.15 -0.85
H 3.08 -5.38 1.41
H 0.15 -2.75 0.28
*
```

***

Formula: C19H56N6O9
Source: OMol25
Level of theory: ωB97M-V/def2-TZVPD

For the energy above the lowest of the compared OMol25 structures with the same formula, charge and spin, the calculation gives 0.0 kJ/mol. The HOMO energy is -9.307 eV. The SMILES is NC(N)=O.NC(N)=O.NC(N)=O.CC(C)O.CC(C)O.CC(C)O.CC(C)O.CCO.CCO. The value obtained for the total energy is -47980.872 eV. Its HOMO-LUMO gap is 0.3519 Eh.

Structure (ORCA input):
```
! wB97M-V def2-TZVPD RIJCOSX def2/J DEFGRID3
* xyz 0 1
N -0.89 0.01 -5.74
C -2.00 -0.01 -4.94
N -2.70 1.14 -5.00
O -2.28 -0.99 -4.26
H -0.62 0.95 -5.99
H -0.16 -0.61 -5.41
H -2.30 1.86 -5.56
H -3.70 1.09 -5.11
N 0.98 2.97 -1.41
C 0.69 3.03 -2.71
N -0.63 2.65 -2.94
O 1.40 3.30 -3.67
H 0.30 2.55 -0.79
H 1.92 3.24 -1.18
H -0.94 2.71 -3.89
H -1.18 2.15 -2.26
N -4.09 -4.01 2.21
C -4.27 -2.81 1.64
N -3.49 -1.85 2.21
O -5.12 -2.61 0.78
H -3.53 -3.99 3.04
H -4.53 -4.86 1.90
H -2.94 -1.99 3.03
H -3.52 -0.92 1.82
C -2.30 3.75 4.41
C -2.50 2.24 4.11
C -1.26 1.41 4.42
O -3.52 1.77 5.01
H -1.55 4.20 3.77
H -2.10 3.81 5.48
H -3.26 4.26 4.28
H -2.92 2.09 3.12
H -1.27 0.37 4.09
H -0.99 1.46 5.47
H -0.42 1.80 3.84
H -3.40 0.87 5.32
C 2.18 0.49 4.28
C 3.28 -0.52 3.97
C 4.59 0.21 3.99
O 3.21 -1.40 5.11
H 2.21 1.35 3.59
H 2.30 0.97 5.25
H 1.15 0.14 4.20
H 3.09 -1.13 3.08
H 4.84 0.63 4.96
H 4.61 1.04 3.28
H 5.42 -0.48 3.79
H 2.72 -0.92 5.79
C -0.07 -0.70 -1.05
C -0.39 0.09 0.18
C 0.81 0.55 1.00
O -1.09 1.26 -0.22
H 0.77 -0.29 -1.62
H -0.91 -0.85 -1.73
H 0.26 -1.73 -0.90
H -1.04 -0.53 0.80
H 1.46 1.31 0.57
H 1.50 -0.27 1.23
H 0.55 0.91 2.00
H -1.98 1.28 0.15
C 3.10 -3.09 -4.61
C 2.22 -1.89 -4.46
C 2.81 -0.66 -3.72
O 1.61 -1.45 -5.66
H 2.66 -3.87 -5.24
H 3.24 -3.59 -3.65
H 4.02 -2.83 -5.13
H 1.39 -2.11 -3.77
H 3.74 -0.29 -4.17
H 2.99 -0.82 -2.66
H 2.14 0.20 -3.77
H 2.17 -0.77 -6.06
C -4.47 1.24 -1.54
C -4.44 0.16 -0.43
O -3.79 0.72 0.71
H -5.07 0.96 -2.40
H -3.47 1.51 -1.89
H -4.85 2.19 -1.14
H -3.86 -0.71 -0.75
H -5.43 -0.27 -0.28
H -4.48 1.23 1.14
C 3.56 -2.85 0.02
C 4.63 -1.81 -0.16
O 4.08 -0.50 -0.23
H 4.03 -3.83 0.10
H 2.92 -2.88 -0.86
H 3.02 -2.68 0.95
H 5.08 -1.90 -1.16
H 5.36 -1.93 0.64
H 4.71 0.11 -0.60
*
```

***

Formula: CF4O
Source: OMol25
Level of theory: ωB97M-V/def2-TZVPD

For the energy above the lowest of the compared OMol25 structures with the same formula, charge and spin, the calculation gives 20.5 kJ/mol. The HOMO energy is -11.688 eV. The SMILES is FOC(F)(F)F. The value obtained for the total energy is -13950.416 eV. Its HOMO-LUMO gap is 0.4606 Eh.

Structure (ORCA input):
```
! wB97M-V def2-TZVPD RIJCOSX def2/J DEFGRID3
* xyz 0 1
F 1.57 0.31 -1.19
O 1.21 -0.06 0.08
C -0.43 -0.06 0.25
F -0.92 0.96 -0.40
F -0.79 -1.15 -0.27
F -0.65 0.01 1.52
*
```